## one
{"formula": "C6H14O", "method": "wB97M-V/def2-TZVPD", "e_homo_ev": -10.281, "orbital_gap_ha": 0.415, "smiles": "CCCCCCO", "lumo_energy_ev": 1.02, "charge": 0, "species": ["C", "C", "C", "C", "C", "C", "O", "H", "H", "H", "H", "H", "H", "H", "H", "H", "H", "H", "H", "H", "H"], "coordinates": [[-3.394, 0.084, 0.541], [-2.174, 0.055, -0.374], [-0.872, -0.117, 0.401], [0.367, -0.092, -0.489], [1.651, -0.057, 0.327], [2.913, 0.026, -0.511], [3.979, 0.328, 0.371], [-4.321, 0.240, -0.021], [-3.307, 0.895, 1.275], [-3.489, -0.857, 1.096], [-2.274, -0.756, -1.109], [-2.123, 0.989, -0.952], [-0.788, 0.686, 1.148], [-0.900, -1.059, 0.969], [0.327, 0.795, -1.137], [0.363, -0.965, -1.158], [1.638, 0.820, 0.987], [1.715, -0.936, 0.980], [3.079, -0.926, -1.040], [2.804, 0.809, -1.281], [4.804, 0.039, -0.023]]}

***

## two
{"formula": "C6H14O", "method": "wB97M-V/def2-TZVPD", "e_homo_ev": -6.775, "orbital_gap_ha": 0.286, "lumo_energy_ev": 1.01, "charge": 0, "species": ["C", "C", "C", "C", "C", "O", "C", "H", "H", "H", "H", "H", "H", "H", "H", "H", "H", "H", "H", "H", "H"], "coordinates": [[-2.488, 0.675, -0.901], [-2.122, -0.777, 0.640], [-0.861, -1.382, 0.577], [0.373, -0.720, 1.104], [1.270, -0.138, 0.014], [2.405, 0.458, 0.593], [3.216, 1.076, -0.372], [-3.569, 0.867, -0.787], [-2.305, 0.367, -1.929], [-1.953, 1.599, -0.672], [-2.325, 0.010, 1.359], [-3.007, -1.349, 0.383], [-0.808, -2.330, 0.063], [-1.481, -0.394, -0.414], [0.935, -1.467, 1.668], [0.114, 0.083, 1.808], [1.573, -0.936, -0.686], [0.707, 0.613, -0.571], [3.582, 0.356, -1.123], [4.072, 1.513, 0.148], [2.673, 1.875, -0.904]]}

***

On energetic grounds, one is preferred over the next structure by 5.533 eV.

***

## one
{"formula": "C6H14O", "method": "wB97M-V/def2-TZVPD", "e_homo_ev": -9.973, "orbital_gap_ha": 0.405, "smiles": "C=CCCCC.O", "lumo_energy_ev": 1.04, "charge": 0, "species": ["C", "C", "C", "C", "C", "C", "O", "H", "H", "H", "H", "H", "H", "H", "H", "H", "H", "H", "H", "H", "H"], "coordinates": [[-3.101, 0.228, 0.841], [-2.061, 0.082, -0.267], [-0.672, -0.309, 0.239], [0.310, -0.509, -0.919], [1.670, -0.995, -0.504], [2.819, -0.524, -0.988], [2.699, 1.493, 1.378], [-4.078, 0.505, 0.431], [-2.807, 1.000, 1.561], [-3.223, -0.713, 1.390], [-2.402, -0.676, -0.987], [-1.987, 1.024, -0.828], [-0.286, 0.458, 0.928], [-0.747, -1.240, 0.821], [0.410, 0.429, -1.482], [-0.116, -1.246, -1.614], [2.336, 0.952, 0.658], [1.696, -1.794, 0.241], [3.781, -0.900, -0.651], [2.838, 0.281, -1.722], [3.317, 0.883, 1.805]]}

***

## two
{"formula": "C6H14O", "method": "wB97M-V/def2-TZVPD", "e_homo_ev": -10.133, "orbital_gap_ha": 0.402, "smiles": "C1CCCCC1.O", "lumo_energy_ev": 0.79, "charge": 0, "species": ["C", "C", "C", "C", "C", "C", "H", "H", "H", "H", "H", "H", "H", "H", "H", "H", "H", "H", "O", "H", "H"], "coordinates": [[-1.104, -0.302, -1.724], [-1.584, 0.557, -0.482], [0.223, -1.079, -1.500], [-0.512, 1.466, 0.018], [1.252, -0.138, -0.916], [0.698, 0.565, 0.348], [-0.943, 0.381, -2.580], [-1.964, -0.954, -1.971], [-1.905, -0.158, 0.300], [-2.422, 1.258, -0.661], [0.552, -1.448, -2.490], [0.178, -1.948, -0.815], [-0.916, 1.981, 0.911], [-0.259, 2.240, -0.732], [1.497, 0.636, -1.669], [2.189, -0.670, -0.663], [1.516, 1.169, 0.785], [0.405, -0.197, 1.096], [0.835, -0.970, 3.933], [1.523, -0.524, 4.477], [0.741, -1.863, 4.335]]}

***

On energetic grounds, two is preferred over the next structure by 0.488 eV.

***

## one
{"formula": "C6H14O", "method": "wB97M-V/def2-TZVPD", "e_homo_ev": -7.449, "orbital_gap_ha": 0.306, "lumo_energy_ev": 0.87, "charge": 0, "species": ["C", "C", "C", "C", "C", "C", "O", "H", "H", "H", "H", "H", "H", "H", "H", "H", "H", "H", "H", "H", "H"], "coordinates": [[1.311, -0.091, -1.973], [0.945, -0.879, 0.218], [0.975, -2.370, 0.329], [-0.452, -0.346, 0.342], [-0.534, 1.160, 0.545], [-1.972, 1.643, 0.673], [0.200, 1.458, 1.720], [2.307, -0.141, -2.419], [0.964, 0.946, -1.978], [0.611, -0.717, -2.531], [1.586, -0.289, -0.735], [1.904, -2.852, 0.013], [0.105, -2.930, -0.052], [0.942, -2.474, 1.427], [-0.857, -0.834, 1.242], [-1.119, -0.658, -0.480], [-0.067, 1.649, -0.324], [-2.439, 1.193, 1.555], [-2.564, 1.385, -0.212], [-1.998, 2.733, 0.790], [0.151, 2.413, 1.853]]}

***

## two
{"formula": "C6H14O", "method": "wB97M-V/def2-TZVPD", "e_homo_ev": -9.685, "orbital_gap_ha": 0.390, "smiles": "COCC(C)(C)C", "lumo_energy_ev": 0.92, "charge": 0, "species": ["C", "O", "C", "C", "C", "C", "C", "H", "H", "H", "H", "H", "H", "H", "H", "H", "H", "H", "H", "H", "H"], "coordinates": [[2.549, -1.290, -0.662], [1.200, -1.103, -0.302], [0.831, 0.237, -0.079], [-0.674, 0.320, 0.178], [-1.040, 1.792, 0.388], [-1.426, -0.234, -1.035], [-1.028, -0.492, 1.428], [3.112, -0.347, -0.649], [2.610, -1.711, -1.674], [3.030, -1.984, 0.038], [1.085, 0.859, -0.955], [1.379, 0.644, 0.789], [-0.499, 2.222, 1.241], [-2.113, 1.895, 0.587], [-0.806, 2.392, -0.501], [-1.164, -1.282, -1.206], [-1.175, 0.332, -1.941], [-2.510, -0.165, -0.884], [-0.696, -1.529, 1.325], [-2.112, -0.488, 1.591], [-0.553, -0.069, 2.322]]}

***

## three
{"formula": "C6H14O", "method": "wB97M-V/def2-TZVPD", "e_homo_ev": [-10.326, -7.867], "orbital_gap_ha": [0.404, 0.325], "lumo_energy_ev": [0.66, 0.98], "charge": 0, "species": ["C", "C", "C", "C", "C", "C", "O", "H", "H", "H", "H", "H", "H", "H", "H", "H", "H", "H", "H", "H", "H"], "coordinates": [[0.071, -3.471, 0.260], [-0.276, -2.320, -0.571], [-0.642, -1.034, 0.180], [-0.430, 0.201, -0.693], [-0.592, 1.535, 0.031], [-0.125, 2.680, -0.853], [-0.328, 3.897, -0.167], [5.886, -0.289, 6.607], [0.137, -4.467, -0.169], [0.334, -3.355, 1.307], [0.607, -2.104, -1.218], [-1.050, -2.595, -1.308], [-1.682, -1.091, 0.525], [-0.017, -0.955, 1.080], [-1.109, 0.163, -1.557], [0.590, 0.152, -1.105], [-1.637, 1.708, 0.318], [-0.001, 1.543, 0.955], [0.941, 2.532, -1.097], [-0.683, 2.659, -1.805], [0.008, 4.611, -0.721]]}

***

On energetic grounds, two is preferred over the next structure by 3.985 eV.

***

## one
{"formula": "C6H14O", "method": "wB97M-V/def2-TZVPD", "e_homo_ev": [-7.621, -9.231], "orbital_gap_ha": [0.275, 0.350], "lumo_energy_ev": [-0.14, 0.29], "charge": 0, "species": ["C", "C", "C", "C", "C", "C", "O", "H", "H", "H", "H", "H", "H", "H", "H", "H", "H", "H", "H", "H", "H"], "coordinates": [[-3.336, 0.475, 0.239], [-2.102, 0.959, -0.025], [-0.832, 0.533, 0.662], [0.363, 0.365, -0.279], [1.638, -0.107, 0.419], [2.738, -0.380, -0.594], [3.896, -0.799, 0.100], [-2.692, -2.498, 0.268], [-4.233, 0.972, -0.122], [-3.481, -0.433, 0.814], [-2.285, -0.788, -0.686], [-2.032, 1.852, -0.649], [-0.621, 1.319, 1.400], [-1.016, -0.395, 1.214], [0.559, 1.314, -0.798], [0.095, -0.367, -1.053], [1.997, 0.639, 1.140], [1.446, -1.029, 0.982], [2.393, -1.153, -1.300], [2.933, 0.534, -1.180], [4.573, -1.011, -0.552]]}

***

## two
{"formula": "C6H14O", "method": "wB97M-V/def2-TZVPD", "e_homo_ev": -9.833, "orbital_gap_ha": 0.395, "smiles": "COCC(C)(C)C", "lumo_energy_ev": 0.93, "charge": 0, "species": ["C", "O", "C", "C", "C", "C", "C", "H", "H", "H", "H", "H", "H", "H", "H", "H", "H", "H", "H", "H", "H"], "coordinates": [[-1.240, 2.571, 0.591], [-0.446, 1.602, -0.038], [-0.498, 0.358, 0.616], [0.334, -0.663, -0.164], [0.080, -2.052, 0.429], [-0.089, -0.647, -1.637], [1.821, -0.312, -0.043], [-2.269, 2.208, 0.745], [-1.266, 3.445, -0.066], [-0.825, 2.866, 1.569], [-1.548, 0.018, 0.689], [-0.112, 0.455, 1.646], [0.331, -2.089, 1.496], [0.695, -2.800, -0.084], [-0.971, -2.345, 0.313], [0.128, 0.322, -2.094], [-1.165, -0.834, -1.739], [0.447, -1.425, -2.194], [2.011, 0.702, -0.413], [2.431, -1.014, -0.624], [2.151, -0.366, 1.003]]}

***

## three
{"formula": "C6H14O", "method": "wB97M-V/def2-TZVPD", "e_homo_ev": -9.485, "orbital_gap_ha": 0.383, "smiles": "CC[C@@H](O)C(C)C", "lumo_energy_ev": 0.95, "charge": 0, "species": ["C", "C", "C", "C", "C", "C", "O", "H", "H", "H", "H", "H", "H", "H", "H", "H", "H", "H", "H", "H", "H"], "coordinates": [[-0.378, -0.443, 0.556], [-0.224, -0.385, -1.128], [1.037, -0.548, 1.052], [-1.565, -0.786, -1.729], [0.185, 1.008, -1.591], [1.207, 0.335, 2.447], [-1.162, 0.601, 1.024], [-0.695, 1.431, 0.870], [-0.943, -1.349, 0.788], [0.537, -1.108, -1.436], [1.273, -1.577, 1.313], [1.799, -0.188, 0.364], [-2.357, -0.154, -1.329], [-1.554, -0.687, -2.815], [1.105, 1.338, -1.109], [0.346, 1.024, -2.669], [-1.797, -1.824, -1.494], [-0.600, 1.732, -1.368], [0.385, 0.149, 3.133], [1.256, 1.396, 2.208], [2.143, 0.035, 2.913]]}

***

On energetic grounds, two is preferred over the next structure by 0.285 eV.

***

## one
{"formula": "C6H14O", "method": "wB97M-V/def2-TZVPD", "e_homo_ev": [-10.324, -7.877], "orbital_gap_ha": [0.400, 0.326], "lumo_energy_ev": [0.57, 0.98], "charge": 0, "species": ["C", "C", "C", "C", "C", "C", "O", "H", "H", "H", "H", "H", "H", "H", "H", "H", "H", "H", "H", "H", "H"], "coordinates": [[2.457, 0.095, -2.286], [1.974, -0.462, -1.021], [1.006, 0.454, -0.232], [-0.068, -0.378, 0.461], [-1.147, 0.435, 1.165], [-2.246, -0.478, 1.678], [-3.215, 0.308, 2.339], [-0.556, 2.148, -4.708], [3.494, -0.019, -2.587], [1.779, 0.611, -2.961], [1.388, -1.372, -1.281], [2.797, -0.817, -0.388], [1.575, 1.046, 0.497], [0.537, 1.168, -0.919], [0.407, -1.067, 1.175], [-0.545, -1.008, -0.304], [-0.729, 1.003, 2.005], [-1.587, 1.163, 0.471], [-2.685, -1.025, 0.826], [-1.808, -1.231, 2.356], [-3.928, -0.275, 2.623]]}

***

## two
{"formula": "C6H14O", "method": "wB97M-V/def2-TZVPD", "e_homo_ev": -9.820, "orbital_gap_ha": 0.399, "smiles": "CCCCCCO", "lumo_energy_ev": 1.03, "charge": 0, "species": ["C", "C", "C", "C", "C", "C", "O", "H", "H", "H", "H", "H", "H", "H", "H", "H", "H", "H", "H", "H", "H"], "coordinates": [[-2.894, -0.389, 0.858], [-2.307, 0.289, -0.577], [-0.878, 0.844, -0.362], [0.386, 0.087, -0.812], [1.528, 0.310, 0.190], [2.780, -0.493, -0.121], [3.746, -0.200, 0.874], [-3.901, -0.739, 0.631], [-2.994, 0.289, 1.739], [-2.338, -1.267, 1.263], [-2.326, -0.518, -1.308], [-2.997, 1.097, -0.828], [-0.748, 1.940, -0.356], [-1.191, 0.502, 0.628], [0.770, 0.322, -1.823], [0.137, -0.981, -0.840], [1.805, 1.372, 0.224], [1.187, 0.045, 1.198], [2.539, -1.569, -0.133], [3.155, -0.230, -1.124], [4.542, -0.710, 0.681]]}

***

On energetic grounds, two is preferred over the next structure by 3.009 eV.

***

## one
{"formula": "C7H9N", "method": "wB97M-V/def2-TZVPD", "e_homo_ev": -7.252, "orbital_gap_ha": 0.221, "lumo_energy_ev": -1.25, "charge": 0, "species": ["C", "C", "C", "C", "C", "C", "C", "H", "H", "H", "H", "H", "H", "H", "H", "H", "N"], "coordinates": [[-0.173, 0.827, -1.657], [-0.469, -0.821, -1.410], [0.098, -1.513, 0.663], [0.181, -0.544, 1.953], [0.307, 1.634, -0.116], [-0.403, 0.663, 0.452], [0.355, -0.548, -0.318], [-1.096, 1.365, -1.986], [0.675, 0.877, -2.411], [-0.114, -1.459, -2.213], [0.384, -2.509, 0.700], [0.917, -1.092, 2.651], [-0.755, -0.780, 2.401], [-0.095, 2.668, 0.119], [-1.478, 0.788, 0.348], [1.391, -0.243, -0.786], [0.275, 0.687, 1.612]]}

***

## two
{"formula": "C7H9N", "method": "wB97M-V/def2-TZVPD", "e_homo_ev": -6.321, "orbital_gap_ha": 0.247, "lumo_energy_ev": 0.41, "charge": 0, "species": ["C", "C", "C", "C", "C", "C", "C", "H", "H", "H", "H", "H", "H", "H", "H", "H", "N"], "coordinates": [[-1.918, -0.080, -0.390], [-0.869, 1.100, -0.225], [0.718, 1.170, -0.185], [1.825, 0.177, -0.502], [1.361, -1.111, 0.130], [-1.069, -1.129, -0.037], [-0.079, 0.571, 0.972], [-2.698, -0.282, -1.449], [-2.780, 0.258, 0.453], [-1.171, 2.228, -0.195], [1.057, 2.188, -0.102], [1.873, 0.130, -1.579], [2.833, 0.481, -0.158], [1.382, -2.023, -0.385], [-1.084, -2.042, -0.642], [-0.090, 0.946, 1.925], [0.123, -0.866, 0.509]]}

***

## three
{"formula": "C7H9N", "method": "wB97M-V/def2-TZVPD", "e_homo_ev": -9.100, "orbital_gap_ha": 0.356, "smiles": "C[C@@H]1c2c(c2=N)[C@H]1C", "lumo_energy_ev": 0.60, "charge": 0, "species": ["C", "C", "C", "C", "C", "C", "C", "N", "H", "H", "H", "H", "H", "H", "H", "H", "H"], "coordinates": [[-0.917, 1.388, 0.411], [-1.183, 0.991, -0.917], [-2.300, 1.442, 0.051], [0.154, 0.401, 0.748], [0.045, -0.030, -0.756], [-0.283, -0.645, 1.686], [1.329, 0.252, -1.532], [-3.422, 1.906, 0.266], [1.070, 0.838, 1.066], [-0.152, -1.002, -1.075], [-1.254, -0.848, 1.636], [0.108, -0.410, 2.665], [0.320, -1.594, 1.348], [1.858, 1.161, -1.228], [1.029, 0.193, -2.670], [2.156, -0.430, -1.484], [-4.079, 1.784, -0.486]]}

***

On energetic grounds, three is preferred over the next structure by 1.012 eV.